[1]
Below is the ion C5H6NO2S with charge -1, with properties calculated with ωB97M-V with the def2-TZVPD basis set.

XYZ file:
```
15
C5H6NO2S (ωB97M-V with the def2-TZVPD basis set)
C -2.15 -0.16 0.35
C -1.88 1.07 0.59
C -1.41 -1.09 -0.42
C 0.66 0.23 -0.10
C 1.93 -0.16 0.62
N -0.09 -0.79 -0.62
O -1.81 2.20 0.81
O -1.89 -2.17 -0.80
S 1.26 1.28 -1.57
H -3.12 -0.60 0.61
H 2.59 0.70 0.70
H 2.49 -0.81 -0.03
H 1.98 -0.53 1.66
H 0.53 -1.60 -0.76
H 0.90 2.45 -1.04
```

Output
HOMO-LUMO gap = 6.158 eV
Max |F| = 3.1 eV Å⁻¹
Energy above the lowest of the compared OMol25 structures with the same formula, charge and spin = 62.9 kcal/mol
Total charge = -1
Highest occupied orbital energy = -2.5 eV


[2]
Below is a cluster of 2 separate species, C5H13NO in total, with properties calculated with ωB97M-V with the def2-TZVPD basis set.

XYZ file:
```
20
C5H13NO (ωB97M-V with the def2-TZVPD basis set)
C -0.46 2.23 -0.17
O -1.43 1.25 0.10
N -0.79 -0.19 -0.02
C -1.38 -0.76 -1.23
C -1.25 -0.86 1.19
H 0.35 2.21 0.56
H -0.97 3.19 -0.10
H -0.03 2.12 -1.18
H -2.47 -0.68 -1.22
H -1.00 -0.20 -2.09
H -1.05 -1.79 -1.32
H -0.83 -0.34 2.05
H -0.87 -1.88 1.19
H -2.34 -0.82 1.27
C 1.96 -0.85 -0.21
C 2.93 -0.35 0.53
H 2.17 -1.68 -0.88
H 0.78 -0.39 -0.13
H 2.72 0.48 1.20
H 3.96 -0.68 0.45
```

Output
HOMO-LUMO gap = 9.832 eV
SMILES = CON(C)C.C=C
Max |F| = 3.9 eV Å⁻¹
Energy above the lowest of the compared OMol25 structures with the same formula, charge and spin = 107.0 kcal/mol
Total charge = 0
Highest occupied orbital energy = -8.9 eV


[3]
Below is a structure of composition C40H35GaN2O3P2S, with properties calculated with ωB97M-V with the def2-TZVPD basis set.

XYZ file:
```
84
C40H35GaN2O3P2S (ωB97M-V with the def2-TZVPD basis set)
Ga 0.29 0.57 -0.18
O -2.54 -1.82 1.88
S -1.63 -1.31 0.83
C -0.80 -2.76 0.12
C -1.63 -3.89 0.05
C -1.18 -5.01 -0.64
C 0.09 -5.01 -1.16
C 0.97 -3.96 -1.04
C 0.57 -2.89 -0.24
P 1.70 -1.55 0.19
C 3.27 -1.71 -0.68
C 3.48 -0.86 -1.78
C 4.72 -0.86 -2.49
C 5.73 -1.77 -2.16
C 5.47 -2.63 -1.06
C 4.28 -2.61 -0.29
C 2.19 -1.52 1.97
C 1.43 -2.32 2.87
C 1.90 -2.39 4.17
C 3.02 -1.68 4.65
C 3.85 -1.02 3.73
C 3.36 -0.86 2.43
C -2.82 -1.05 -0.52
C -3.99 -1.76 -0.41
C -4.88 -1.85 -1.49
C -4.60 -1.18 -2.67
C -3.56 -0.21 -2.67
C -2.65 -0.16 -1.60
P -1.44 1.24 -1.54
C -0.89 1.61 -3.30
C -1.01 2.90 -3.75
C -0.18 3.33 -4.85
C 0.72 2.47 -5.40
C 0.67 1.10 -5.04
C -0.15 0.68 -4.02
C -2.19 2.70 -0.94
C -1.46 3.90 -0.89
C -1.95 4.99 -0.19
C -3.25 4.96 0.34
C -3.95 3.70 0.36
C -3.47 2.60 -0.30
H -2.60 -3.87 0.55
H -1.74 -5.91 -0.68
H 0.38 -5.91 -1.70
H 1.98 -3.99 -1.48
H 2.67 -0.22 -2.16
H 4.82 -0.15 -3.34
H 6.70 -1.82 -2.70
H 6.24 -3.31 -0.69
H 4.08 -3.30 0.54
H 0.75 -3.02 2.41
H 1.33 -3.00 4.89
H 3.33 -1.78 5.67
H 4.77 -0.60 4.06
H 3.88 -0.23 1.71
H -4.08 -2.40 0.54
H -5.78 -2.45 -1.49
H -5.10 -1.51 -3.56
H -3.49 0.54 -3.50
H -1.74 3.56 -3.30
H -0.19 4.35 -5.17
H 1.45 2.80 -6.13
H 1.33 0.45 -5.61
H -0.26 -0.42 -3.78
H -0.44 3.92 -1.29
H -1.37 5.93 -0.26
H -3.77 5.86 0.69
H -4.93 3.57 0.84
H -4.02 1.70 -0.50
C -0.86 2.00 5.02
C -0.47 1.46 3.68
N -1.07 0.37 3.23
O -1.70 -0.42 4.18
C 0.43 2.11 2.73
C 1.17 3.37 3.07
N 0.47 1.59 1.54
O 1.25 2.19 0.55
H -1.00 1.17 5.74
H -1.83 2.52 4.93
H -0.04 2.56 5.41
H -2.22 -0.96 3.54
H 2.10 3.15 3.62
H 0.57 4.04 3.72
H 1.45 3.95 2.19
```

Output
HOMO-LUMO gap = 6.935 eV
Max |F| = 4.1 eV Å⁻¹
Energy above the lowest of the compared OMol25 structures with the same formula, charge and spin = 0.8 kcal/mol
Total charge = +2
Highest occupied orbital energy = -13.2 eV


[4]
Below is a cluster of 2 separate species, C8H12N6 in total, with properties calculated with ωB97M-V with the def2-TZVPD basis set.

XYZ file:
```
26
C8H12N6 (ωB97M-V with the def2-TZVPD basis set)
C 0.91 -0.92 -1.76
C 1.21 -0.60 -0.50
C 1.49 -1.56 0.61
C 0.53 -2.75 0.61
N 1.26 0.75 -0.16
N 1.62 1.18 1.03
C 1.55 2.49 0.97
C 1.13 2.83 -0.32
N 0.95 1.71 -1.00
H 0.73 -0.16 -2.50
H 0.85 -1.95 -2.08
H 1.41 -1.02 1.55
H 2.51 -1.92 0.52
H 0.67 -3.37 -0.27
H 0.72 -3.37 1.49
H -0.50 -2.41 0.64
H 1.79 3.12 1.80
H 0.95 3.79 -0.76
C -3.03 -0.34 0.71
N -2.55 0.81 1.21
C -2.05 1.41 0.16
N -2.24 0.65 -0.94
N -2.86 -0.48 -0.59
H -3.52 -1.08 1.31
H -1.58 2.37 0.14
H -1.94 0.81 -1.89
```

Output
HOMO-LUMO gap = 9.730 eV
SMILES = C=C(CC)n1nccn1.c1nc[nH]n1
Max |F| = 1.1 eV Å⁻¹
Energy above the lowest of the compared OMol25 structures with the same formula, charge and spin = 12.0 kcal/mol
Total charge = 0
Highest occupied orbital energy = -9.1 eV


Number 4 is which compound? C8H12N6


Among the records above, which one has the lowest total charge? C5H6NO2S


Copy entry 3 word for word.
Below is a structure of composition C40H35GaN2O3P2S, with properties calculated with ωB97M-V with the def2-TZVPD basis set.

XYZ file:
```
84
C40H35GaN2O3P2S (ωB97M-V with the def2-TZVPD basis set)
Ga 0.29 0.57 -0.18
O -2.54 -1.82 1.88
S -1.63 -1.31 0.83
C -0.80 -2.76 0.12
C -1.63 -3.89 0.05
C -1.18 -5.01 -0.64
C 0.09 -5.01 -1.16
C 0.97 -3.96 -1.04
C 0.57 -2.89 -0.24
P 1.70 -1.55 0.19
C 3.27 -1.71 -0.68
C 3.48 -0.86 -1.78
C 4.72 -0.86 -2.49
C 5.73 -1.77 -2.16
C 5.47 -2.63 -1.06
C 4.28 -2.61 -0.29
C 2.19 -1.52 1.97
C 1.43 -2.32 2.87
C 1.90 -2.39 4.17
C 3.02 -1.68 4.65
C 3.85 -1.02 3.73
C 3.36 -0.86 2.43
C -2.82 -1.05 -0.52
C -3.99 -1.76 -0.41
C -4.88 -1.85 -1.49
C -4.60 -1.18 -2.67
C -3.56 -0.21 -2.67
C -2.65 -0.16 -1.60
P -1.44 1.24 -1.54
C -0.89 1.61 -3.30
C -1.01 2.90 -3.75
C -0.18 3.33 -4.85
C 0.72 2.47 -5.40
C 0.67 1.10 -5.04
C -0.15 0.68 -4.02
C -2.19 2.70 -0.94
C -1.46 3.90 -0.89
C -1.95 4.99 -0.19
C -3.25 4.96 0.34
C -3.95 3.70 0.36
C -3.47 2.60 -0.30
H -2.60 -3.87 0.55
H -1.74 -5.91 -0.68
H 0.38 -5.91 -1.70
H 1.98 -3.99 -1.48
H 2.67 -0.22 -2.16
H 4.82 -0.15 -3.34
H 6.70 -1.82 -2.70
H 6.24 -3.31 -0.69
H 4.08 -3.30 0.54
H 0.75 -3.02 2.41
H 1.33 -3.00 4.89
H 3.33 -1.78 5.67
H 4.77 -0.60 4.06
H 3.88 -0.23 1.71
H -4.08 -2.40 0.54
H -5.78 -2.45 -1.49
H -5.10 -1.51 -3.56
H -3.49 0.54 -3.50
H -1.74 3.56 -3.30
H -0.19 4.35 -5.17
H 1.45 2.80 -6.13
H 1.33 0.45 -5.61
H -0.26 -0.42 -3.78
H -0.44 3.92 -1.29
H -1.37 5.93 -0.26
H -3.77 5.86 0.69
H -4.93 3.57 0.84
H -4.02 1.70 -0.50
C -0.86 2.00 5.02
C -0.47 1.46 3.68
N -1.07 0.37 3.23
O -1.70 -0.42 4.18
C 0.43 2.11 2.73
C 1.17 3.37 3.07
N 0.47 1.59 1.54
O 1.25 2.19 0.55
H -1.00 1.17 5.74
H -1.83 2.52 4.93
H -0.04 2.56 5.41
H -2.22 -0.96 3.54
H 2.10 3.15 3.62
H 0.57 4.04 3.72
H 1.45 3.95 2.19
```

Output
HOMO-LUMO gap = 6.935 eV
Max |F| = 4.1 eV Å⁻¹
Energy above the lowest of the compared OMol25 structures with the same formula, charge and spin = 0.8 kcal/mol
Total charge = +2
Highest occupied orbital energy = -13.2 eV


What is the formula in the first record? C5H6NO2S